Entry from the OMol25 dataset: a gas-phase ion, C7H13N2OS (charge +1) (the ωB97M-V functional and the def2-TZVPD basis).

Atoms and positions in Å:
S 2.549 1.969 0.441
O -1.797 0.584 0.089
N -0.773 2.169 -1.172
N 0.619 -0.336 0.614
C -0.415 -1.349 0.656
C -0.640 1.192 -0.312
C -3.066 1.265 0.095
C 1.987 -1.967 -0.766
C -1.656 -0.523 1.060
C 2.748 0.355 -0.090
C 1.745 -0.632 -0.104
H -1.484 -0.131 2.026
H 1.018 -2.551 -1.030
H -3.318 1.426 -0.964
H -0.194 -1.922 1.497
H 2.607 -2.656 -0.017
H 3.853 2.287 0.312
H -2.515 -1.110 0.776
H -0.016 2.534 -1.815
H 3.648 0.202 -0.508
H -0.628 -1.877 -0.302
H -3.806 0.597 0.610
H 2.597 -1.692 -1.653
H -3.062 2.165 0.561

Charge   +1
Orbital gap (alpha / beta)   6.97 / 7.08 eV

Want to see where the charge sits? The Löwdin charges in e are:
1. S 0.866
2. O -0.188
3. N 0.165
4. N 0.036
5. C -0.166
6. C -0.133
7. C 0.060
8. C -0.036
9. C -0.019
10. C -0.423
11. C -0.418
12. H 0.142
13. H 0.094
14. H 0.127
15. H 0.128
16. H 0.140
17. H -0.091
18. H 0.143
19. H 0.105
20. H 0.029
21. H 0.134
22. H 0.138
23. H 0.088
24. H 0.079

Entry from the OMol25 dataset: a molecular structure, C19H28BMoN6S2 (the ωB97M-V functional and the def2-TZVPD basis).

Atoms and positions in Å:
Mo 0.580 -0.425 0.148
S 0.859 -2.443 1.377
S 2.537 -0.022 1.415
N 0.156 1.472 -1.656
N -0.792 -1.558 -0.789
N -0.791 0.557 1.114
N 1.226 1.251 -0.765
N -1.339 -0.601 -1.668
N -1.601 1.150 0.157
C 3.030 -1.311 2.328
C -0.328 2.913 -3.635
C -0.609 0.417 3.602
C -2.369 1.680 2.177
C 1.803 2.871 -2.174
C -2.875 -0.571 -3.634
C 2.221 2.163 -1.084
C 3.520 2.368 -0.378
C 2.536 -3.716 3.082
C -1.132 -4.084 -0.420
C -2.140 -1.235 -2.528
C -1.350 -2.784 -1.118
C -2.158 -2.598 -2.202
C 2.224 -2.472 2.310
C -2.561 1.833 0.789
C 0.518 2.425 -2.517
C -3.619 2.597 0.081
C -1.269 0.888 2.360
C 4.292 -1.192 3.122
B -1.295 0.943 -1.353
H 1.672 -4.039 3.665
H -2.087 1.518 -2.017
H -2.476 0.406 -3.885
H 4.961 -2.024 2.892
H 3.419 2.369 0.703
H 0.282 2.956 -4.539
H -3.185 3.391 -0.530
H -4.296 3.049 0.800
H 3.902 3.342 -0.674
H -0.504 -0.669 3.600
H 4.814 -0.259 2.926
H 4.064 -1.244 4.190
H -1.196 2.291 -3.823
H -2.832 -1.209 -4.517
H -4.197 1.947 -0.579
H 0.382 0.864 3.703
H -0.661 3.933 -3.433
H -1.206 -3.998 0.659
H 3.376 -3.564 3.754
H -2.986 2.112 2.949
H -1.197 0.702 4.471
H -1.908 -4.772 -0.751
H 2.361 3.648 -2.674
H 2.786 -4.531 2.399
H 4.262 1.623 -0.670
H -0.170 -4.530 -0.679
H -2.726 -3.363 -2.708
H -3.931 -0.463 -3.374

Charge   +3
Orbital gap (alpha / beta)   6.37 / 6.38 eV

Want to see where the charge sits? The Löwdin charges in e are:
1. Mo 1.357
2. S 0.901
3. S 0.906
4. N 0.032
5. N -0.136
6. N -0.120
7. N -0.137
8. N 0.032
9. N 0.047
10. C -0.657
11. C 0.041
12. C 0.009
13. C 0.096
14. C 0.080
15. C 0.040
16. C -0.256
17. C -0.035
18. C -0.044
19. C -0.037
20. C -0.194
21. C -0.256
22. C 0.080
23. C -0.659
24. C -0.180
25. C -0.194
26. C 0.035
27. C -0.245
28. C -0.056
29. B -0.452
30. H 0.110
31. H 0.126
32. H 0.070
33. H 0.120
34. H 0.051
35. H 0.120
36. H 0.111
37. H 0.108
38. H 0.107
39. H 0.081
40. H 0.093
41. H 0.123
42. H 0.066
43. H 0.118
44. H 0.109
45. H 0.093
46. H 0.123
47. H 0.056
48. H 0.096
49. H 0.150
50. H 0.109
51. H 0.107
52. H 0.154
53. H 0.119
54. H 0.104
55. H 0.101
56. H 0.154
57. H 0.123

Entry from the OMol25 dataset: 2 unconnected molecules or ions with the total composition C5H17N2O (the ωB97M-V functional and the def2-TZVPD basis).

Atoms and positions in Å:
O -0.060 -1.611 -2.309
N -0.874 1.247 -1.638
N 1.554 -0.402 -0.490
C -1.310 0.162 0.554
C 0.734 -0.583 1.921
C -1.650 1.317 -0.389
C 1.917 -0.751 0.962
C -0.249 0.535 1.612
H 0.799 0.294 -0.539
H -2.226 -0.190 1.029
H -0.600 -0.880 -2.376
H -0.480 -2.279 -2.862
H 0.236 -1.537 2.088
H -0.532 2.164 -1.860
H 1.206 -1.246 -0.947
H -1.352 0.838 -2.424
H -1.427 2.248 0.134
H -2.716 1.378 -0.582
H 2.393 -0.081 -0.960
H -0.990 -0.731 0.007
H 1.208 -0.316 2.866
H 0.174 1.535 1.480
H 2.348 -1.744 0.960
H 2.685 -0.022 1.211
H -0.790 0.658 2.552

Charge   +1
Orbital gap   10.80 eV

Want to see where the charge sits? The Löwdin charges in e are:
1. O -0.011
2. N 0.000
3. N 0.185
4. C -0.201
5. C -0.182
6. C -0.245
7. C -0.107
8. C -0.202
9. H 0.096
10. H 0.119
11. H -0.035
12. H 0.086
13. H 0.125
14. H 0.083
15. H 0.109
16. H 0.077
17. H 0.116
18. H 0.113
19. H 0.165
20. H 0.092
21. H 0.121
22. H 0.122
23. H 0.129
24. H 0.126
25. H 0.120

Entry from the OMol25 dataset: 3 unconnected molecules or ions with the total composition C5H7NO2 (the ωB97M-V functional and the def2-TZVPD basis).

Atoms and positions in Å:
O 0.395 -2.263 -0.306
O -2.748 -0.732 -0.022
N 0.353 0.946 -0.824
C -0.902 1.072 0.134
C 0.654 -1.110 0.454
C 1.294 0.247 0.081
C -1.685 -0.293 -0.399
C -0.376 -1.129 -0.675
H 1.943 0.777 1.023
H 0.183 -0.535 -1.508
H 2.190 0.001 -0.549
H 0.158 -1.459 1.433
H 0.908 1.746 -0.841
H -1.837 2.255 0.490
H -0.528 0.477 1.510

Orbital gap   8.86 eV

Want to see where the charge sits? The Löwdin charges in e are:
1. O 0.010
2. O 0.072
3. N -0.125
4. C -0.065
5. C -0.263
6. C -0.244
7. C -0.301
8. C -0.215
9. H 0.184
10. H 0.142
11. H 0.126
12. H 0.167
13. H 0.074
14. H 0.216
15. H 0.221

Entry from the OMol25 dataset: a molecular structure, C48H51MnN5O4Te2 (the ωB97M-V functional and the def2-TZVPD basis).

Atoms and positions in Å:
Te -0.849 2.747 1.851
Te 2.390 0.288 2.162
Mn 0.049 0.528 0.039
O 3.693 -0.627 -0.213
O -0.294 -0.921 0.974
O -0.390 -0.427 -2.068
O 0.764 -2.546 3.528
N 0.401 2.172 -1.076
N 3.412 -1.623 -2.236
N -2.248 0.603 0.070
N 1.201 3.760 -2.555
N 1.614 -0.591 -1.133
C 1.182 -4.276 0.399
C -2.026 1.788 3.350
C 2.919 -0.938 -1.119
C -0.143 4.055 -3.052
C -3.048 2.526 3.939
C 3.031 2.500 5.761
C 4.075 3.346 6.107
C 2.682 -4.194 2.293
C -5.245 -0.498 -0.796
C -7.284 0.263 0.232
C -4.538 -0.116 0.338
C -4.306 -4.709 2.361
C -0.938 -2.990 2.012
C -1.256 -1.780 1.320
C 3.717 2.585 3.457
C -1.816 0.467 3.719
C -3.575 -2.522 1.382
C 1.398 2.796 -1.648
C 2.300 4.535 -3.134
C -2.558 3.004 0.528
C 2.154 -4.933 -0.335
C 2.711 4.039 -4.516
C -3.705 0.592 5.207
C 3.646 -4.859 1.556
C -6.619 -0.314 -0.841
C -3.888 1.926 4.865
C 2.798 2.441 -1.250
C -2.780 1.848 -0.454
C -3.245 -3.704 1.997
C 2.848 2.112 4.439
C 4.936 3.819 5.128
C 3.378 -5.236 0.247
C 0.465 -3.122 2.499
C -5.205 0.448 1.421
C 4.838 -1.896 -2.333
C -0.721 2.952 -3.941
C 2.578 -1.974 -3.251
C 4.755 3.442 3.806
C -2.663 -0.130 4.642
C -6.577 0.642 1.364
C 0.773 -0.877 -2.156
C 3.494 2.145 2.037
C -3.060 -0.312 0.436
C -1.908 -3.921 2.312
C 1.734 1.193 4.021
C -2.624 -1.556 1.031
C 1.441 -3.907 1.720
C 1.275 -1.640 -3.268
H -4.618 -2.334 1.159
H -7.174 -0.623 -1.717
H -0.813 4.264 -2.209
H -4.368 0.121 5.920
H 5.285 -1.719 -1.361
H 5.304 -1.237 -3.068
H -2.428 3.943 -0.009
H -3.870 -5.600 2.810
H 3.270 3.269 -0.721
H 1.969 5.573 -3.200
H -0.132 2.855 -4.852
H -3.849 1.781 -0.661
H 2.969 2.979 -4.485
H 4.219 3.632 7.140
H 0.813 1.765 3.881
H -0.494 2.502 -1.419
H 2.909 2.892 1.496
H 0.611 -1.912 -4.073
H 1.953 -5.215 -1.361
H 2.774 1.579 -0.590
H 3.149 4.513 -2.457
H -4.681 2.505 5.322
H 5.004 -2.930 -2.631
H 2.357 2.130 6.525
H -1.618 -4.831 2.826
H 3.580 4.597 -4.863
H 4.607 -5.081 2.001
H -3.409 3.111 1.198
H 2.863 -3.907 3.319
H -7.089 1.088 2.207
H 3.405 2.202 -2.123
H -2.504 -1.165 4.918
H 5.752 4.478 5.396
H -4.643 0.722 2.308
H -0.995 -0.105 3.303
H 1.535 0.426 4.767
H -5.011 -4.276 3.072
H 0.227 -4.037 -0.053
H -0.072 4.975 -3.628
H 3.036 -2.540 -4.053
H -4.874 -5.008 1.479
H -2.279 2.043 -1.407
H -8.354 0.415 0.181
H 4.433 1.987 1.508
H -4.723 -0.938 -1.637
H -3.184 3.569 3.679
H 5.429 3.807 3.040
H -1.744 3.205 -4.220
H 4.127 -5.777 -0.317
H 1.908 4.180 -5.239
H -0.727 1.979 -3.446

Charge   +1
⟨S²⟩   6.0494
Orbital gap (alpha / beta)   5.98 / 7.55 eV
Spin multiplicity   5

Results of the Löwdin charge analysis, in e, for atoms 1 through 99:
1. Te 1.408
2. Te 1.464
3. Mn 0.735
4. O -0.097
5. O -0.273
6. O -0.038
7. O 0.087
8. N 0.024
9. N -0.042
10. N 0.029
11. N -0.064
12. N 0.111
13. C -0.013
14. C -0.507
15. C -0.527
16. C -0.182
17. C -0.156
18. C -0.035
19. C -0.079
20. C -0.001
21. C -0.028
22. C -0.071
23. C -0.224
24. C -0.037
25. C -0.085
26. C -0.223
27. C -0.295
28. C -0.129
29. C 0.035
30. C -0.355
31. C -0.194
32. C -0.401
33. C -0.075
34. C -0.058
35. C -0.073
36. C -0.061
37. C -0.063
38. C -0.082
39. C 0.009
40. C -0.270
41. C -0.250
42. C -0.293
43. C -0.081
44. C -0.073
45. C -0.325
46. C -0.016
47. C -0.007
48. C -0.052
49. C -0.050
50. C -0.041
51. C -0.057
52. C -0.055
53. C -0.505
54. C -0.391
55. C -0.178
56. C 0.041
57. C -0.407
58. C -0.065
59. C -0.144
60. C 0.021
61. H 0.128
62. H 0.109
63. H 0.115
64. H 0.109
65. H 0.088
66. H 0.097
67. H 0.044
68. H 0.078
69. H 0.095
70. H 0.125
71. H 0.075
72. H 0.118
73. H 0.077
74. H 0.105
75. H -0.006
76. H 0.017
77. H 0.045
78. H 0.114
79. H 0.105
80. H 0.022
81. H 0.108
82. H 0.110
83. H 0.094
84. H 0.116
85. H 0.137
86. H 0.083
87. H 0.109
88. H 0.044
89. H 0.123
90. H 0.110
91. H 0.104
92. H 0.115
93. H 0.104
94. H 0.108
95. H 0.085
96. H 0.065
97. H 0.086
98. H 0.121
99. H 0.124

Entry from the OMol25 dataset: 2 unconnected molecules or ions with the total composition C7H15N4O (the ωB97M-V functional and the def2-TZVPD basis).

Atoms and positions in Å:
O -3.001 0.719 0.058
N -4.482 -1.035 -0.511
N -1.631 0.810 0.187
N 0.173 -0.528 -0.257
N -1.092 -0.266 -0.247
C -3.257 -0.545 -0.413
C 2.494 -0.059 -0.186
C 1.048 0.396 -0.410
C 3.185 -0.434 -1.458
C 0.872 1.810 -0.781
C 0.159 0.008 2.898
C -2.035 -1.144 -0.669
H 3.220 0.186 -2.309
H 0.622 -0.922 3.089
H 2.693 -1.318 -1.934
H -5.238 -0.456 -0.877
H 0.918 0.523 2.289
H 1.365 2.346 -0.089
H 2.588 -0.934 0.562
H 4.271 -0.524 -1.406
H -4.552 -2.017 -0.267
H -0.744 -0.045 2.305
H -1.732 -2.022 -1.088
H -0.135 2.203 -0.891
H -0.113 0.560 3.905
H 3.178 0.668 0.208
H 1.226 2.022 -1.710

Charge   +1
Orbital gap (alpha / beta)   9.22 / 9.22 eV

Want to see where the charge sits? The Löwdin charges in e are:
1. O 0.132
2. N 0.196
3. N 0.165
4. N 0.168
5. N -0.154
6. C -0.297
7. C -0.185
8. C -0.233
9. C -0.111
10. C 0.023
11. C -0.036
12. C 0.094
13. H 0.059
14. H 0.003
15. H 0.099
16. H 0.149
17. H 0.006
18. H 0.072
19. H 0.154
20. H 0.093
21. H 0.142
22. H -0.023
23. H 0.120
24. H 0.090
25. H 0.085
26. H 0.112
27. H 0.077

Ordered relative energy (zero: lowest compared OMol25 entry of this formula, charge and spin) results: 6.842 0.482 0.600 10.947 0.706 4.758; unit eV.
Ordered maximum force results: 6.3 1.1 3.2 5.7 2.2 4.8; unit eV/A.
Ordered electronic energy results: -856.9791 -1957.8398 -385.2187 -399.5633 -4121.3860 -569.5761; unit Eh.